Entry 1:
Below is a cluster of 7 separate species, C7H29N3O8 in total at a distorted geometry, with properties calculated with ωB97M-V with the def2-TZVPD basis set.

The geometry in XYZ format:
```
47
Properties=species:S:1:pos:R:3:mulliken_charge:R:1
C 2.1767 0.9624 -1.3313 0.732
O 3.0519 0.9665 -0.4611 -0.702
N 2.4617 0.5718 -2.6134 -0.370
N 0.8798 1.2581 -1.0859 0.120
H 3.3766 0.2462 -2.8610 0.242
H 1.7561 0.4249 -3.3055 0.085
H 0.6630 1.4967 -0.1209 -0.012
H 0.1713 1.0544 -1.7625 0.058
C 0.8060 -3.4568 -1.3347 -0.804
O 0.3622 -2.8754 -0.1382 -0.254
C 1.4347 -2.4197 0.6532 -0.653
C 0.9618 -1.6874 1.9171 -0.763
N 0.9924 -0.2599 1.6062 -0.502
C 0.5439 0.6146 2.6765 -0.785
C 0.6939 2.1043 2.3609 -0.662
O -0.1997 2.4722 1.3052 -0.103
C -0.2058 3.8648 1.0956 -1.002
H 1.2684 -4.4410 -1.1777 0.316
H 1.5300 -2.9049 -1.9429 0.287
H -0.0607 -3.6871 -1.9535 0.304
H 2.0853 -1.7497 0.0762 0.297
H 2.0699 -3.2745 0.9266 0.459
H 1.6533 -1.9348 2.7284 0.486
H -0.0740 -2.0081 2.0423 0.401
H 1.8999 -0.0114 1.2251 0.232
H 1.2506 0.5059 3.5182 0.456
H -0.4481 0.3425 3.0339 0.351
H 1.7087 2.2688 1.9865 0.321
H 0.4662 2.6256 3.2913 0.467
H -0.4714 4.4243 1.9937 0.351
H -0.9207 4.0973 0.3059 0.279
H 0.7433 4.2392 0.6945 0.338
O -2.9494 1.7751 -1.5649 -0.664
H -3.7678 1.4988 -1.1340 0.355
H -2.4788 0.9420 -1.7558 0.332
O -2.3917 -3.3522 -1.4732 -0.640
H -3.1964 -3.3453 -0.9442 0.310
H -1.6901 -3.1027 -0.8524 0.387
O -1.3038 -0.1682 -2.7184 -0.589
H -0.6802 0.0840 -3.4079 0.218
H -1.6082 -1.0522 -2.9772 0.266
O -3.2714 1.5590 1.2784 -0.703
H -2.8339 0.6909 1.2282 0.348
H -2.7800 2.0971 0.6479 0.320
O -1.5944 -0.4769 0.2559 -0.543
H -0.7366 -0.3804 0.7341 0.412
H -1.3448 -0.5987 -0.6656 0.222
```

The relative energy (zero: lowest compared OMol25 entry of this formula, charge and spin) comes out at 0.00 kJ/mol. The calculation puts the HOMO energy at -9.134 eV. As for the SMILES: COCCNCCOC.NC(N)=O.O.O.O.O.O.


Entry 2:
Below is the ion C3H7NP with charge +1 at a distorted geometry, with properties calculated with ωB97M-V with the def2-TZVPD basis set.

The geometry in XYZ format:
```
12
Properties=species:S:1:pos:R:3:mulliken_charge:R:1
C -1.0284 0.0274 -0.0229 0.092
C -0.0544 -1.1770 0.0419 -0.482
C 0.5351 1.0579 0.0072 -0.544
N 1.1890 -0.3515 -0.1044 -0.192
P -2.7057 0.0788 -0.0034 -0.011
H -0.1197 -1.5546 1.0344 0.308
H -0.2695 -1.9212 -0.7927 0.330
H 1.0120 1.7658 -0.6215 0.368
H 0.6498 1.4611 1.0450 0.292
H 1.9115 -0.3429 0.6736 0.378
H 1.6045 -0.5252 -1.0898 0.395
H -2.7244 1.4812 -0.1674 0.067
```

The relative energy (zero: lowest compared OMol25 entry of this formula, charge and spin) comes out at 68.46 kJ/mol. The calculation puts the HOMO energy at -13.968 eV. Its total charge is +1. As for the SMILES: P=C1C[NH2+]C1.


Entry 3:
Below is a cluster of 2 separate species, C5H11Cl2N in total at a distorted geometry, with properties calculated with ωB97M-V with the def2-TZVPD basis set.

The geometry in XYZ format:
```
19
Properties=species:S:1:pos:R:3:mulliken_charge:R:1
C 2.2807 -0.6173 0.0199 -1.245
C -2.7998 -1.1673 1.4033 -0.702
C 0.6119 1.4377 -1.4838 -0.693
C 0.8776 -0.2019 0.4305 -0.044
C -2.8587 -0.3897 0.3484 0.443
N 0.6751 1.1710 -0.0544 -0.334
Cl -3.0262 1.3117 0.4674 -0.150
Cl -2.6887 -1.0441 -1.2809 -0.173
H 2.6310 -0.5696 -0.9619 0.384
H 3.0551 -0.0868 0.6223 0.318
H 2.6845 -1.6753 0.3163 0.315
H -2.4588 -2.1983 1.1899 0.240
H 1.4822 1.6759 0.3703 0.273
H -3.1243 -0.7240 2.2771 0.308
H 1.3513 0.7646 -1.9645 0.231
H -0.3474 1.0768 -1.7021 0.172
H 0.7234 2.5612 -1.4697 0.350
H 0.2341 -0.9811 -0.1128 0.108
H 0.6972 -0.3435 1.5847 0.198
```

The relative energy (zero: lowest compared OMol25 entry of this formula, charge and spin) comes out at 254.02 kJ/mol. The calculation puts the HOMO energy at -8.489 eV. As for the SMILES: C=C(Cl)Cl.CCNC.


Entry 4:
Below is an isolated molecule of C20H25NO2, with properties calculated with ωB97M-V with the def2-TZVPD basis set.

The geometry in XYZ format:
```
48
Properties=species:S:1:pos:R:3:mulliken_charge:R:1
C -5.4154 -3.0345 -0.6800 -0.503
C -4.7896 -2.1185 -1.5082 -0.625
C -3.8649 -1.2260 -0.9976 -0.148
C -3.5677 -1.2439 0.3611 0.492
C -4.1868 -2.1723 1.1926 -0.600
C -5.1054 -3.0621 0.6696 -0.432
H -5.5852 -3.7773 1.3211 0.372
H -3.9335 -2.1809 2.2414 0.409
O -2.6177 -0.4358 0.9288 -0.408
C -2.4190 0.8371 0.4580 -0.163
C -3.4460 1.6388 -0.0200 -0.406
C -3.1567 2.9357 -0.4103 -0.595
C -1.8742 3.4330 -0.3237 -0.736
C -0.8407 2.6327 0.1700 0.495
C -1.1210 1.3293 0.5576 -0.077
H -0.3683 0.6657 0.9506 0.526
O 0.3783 3.2296 0.2388 -0.403
C 1.5036 2.4850 0.6560 -0.836
C 2.0403 1.5611 -0.4401 -0.444
H 2.3030 2.1686 -1.3086 0.252
C 3.2598 0.7800 0.0350 -0.142
H 4.0375 1.4795 0.3475 0.265
C 3.8026 -0.1295 -1.0833 -1.104
N 4.8902 -1.0069 -0.7373 0.100
C 4.5833 -2.1288 0.1393 -0.410
C 5.9097 -2.4935 0.8243 -0.648
H 6.1359 -3.5547 0.7418 0.306
H 5.8703 -2.2358 1.8834 0.291
C 6.9481 -1.6234 0.1119 -0.638
H 7.7974 -1.3759 0.7457 0.355
H 7.3073 -2.1252 -0.7859 0.312
C 6.1258 -0.4034 -0.2838 -0.611
H 5.9939 0.2597 0.5882 0.282
H 6.5741 0.1738 -1.0953 0.317
H 3.8169 -1.8868 0.8888 0.199
H 4.2004 -2.9514 -0.4742 0.306
H 2.9886 -0.7590 -1.4561 0.342
H 4.1444 0.5004 -1.9113 0.317
H 2.9861 0.1732 0.9011 0.265
H 1.2553 0.8678 -0.7491 0.417
H 1.2777 1.9164 1.5668 0.366
H 2.2553 3.2404 0.9032 0.393
H -1.6424 4.4421 -0.6233 0.447
H -3.9501 3.5660 -0.7828 0.368
H -4.4540 1.2568 -0.0748 0.534
H -3.3667 -0.5211 -1.6474 0.465
H -5.0162 -2.0996 -2.5640 0.358
H -6.1374 -3.7269 -1.0856 0.377
```

The relative energy (zero: lowest compared OMol25 entry of this formula, charge and spin) comes out at 149.31 kJ/mol. The calculation puts the HOMO energy at -8.121 eV. As for the SMILES: c1ccc(Oc2cccc(OCCCCN3CCCC3)c2)cc1.


Entry 5:
Below is a cluster of 2 separate species, C4H8O in total at a distorted geometry, with properties calculated with ωB97M-V with the def2-TZVPD basis set.

The geometry in XYZ format:
```
13
Properties=species:S:1:pos:R:3:mulliken_charge:R:1
C -0.2696 -0.9649 -1.8040 -0.039
C 0.8549 -1.5682 -2.1695 -0.473
H -0.3390 -0.4602 -0.8475 -0.180
H -1.0211 -0.7677 -2.5501 0.249
H 1.5801 -1.9090 -1.4475 0.228
H 1.1520 -1.7732 -3.1917 0.224
C -0.2207 1.7759 1.0165 -0.601
C -0.1627 0.6228 1.6781 -0.044
O 0.0584 0.5980 3.0333 -0.465
H -0.0108 1.8119 -0.0451 0.252
H -0.4167 2.6753 1.5816 0.260
H -0.4737 -0.3310 1.2495 0.269
H -0.7311 0.2902 3.4965 0.319
```

The relative energy (zero: lowest compared OMol25 entry of this formula, charge and spin) comes out at 247.22 kJ/mol. The calculation puts the HOMO energy at -9.420 eV. As for the SMILES: C=CO.C=C.


Entry 6:
Below is a structure of composition C41H42As2KNOSi at a distorted geometry, with properties calculated with ωB97M-V with the def2-TZVPD basis set.

The geometry in XYZ format:
```
89
Properties=species:S:1:pos:R:3:mulliken_charge:R:1
K -0.9436 0.0144 0.5178 1.433
C -0.7276 2.7800 2.1576 -0.678
Si -2.4210 2.1872 2.7562 -0.428
C -2.4797 2.5175 4.6026 -1.077
C -3.7005 3.3093 1.9712 -1.060
N -2.4905 0.5787 2.2286 0.306
C -3.5267 -0.2985 2.3692 0.633
C -4.6703 -0.1143 3.1941 -0.063
C -5.7054 -1.0297 3.2835 -0.994
C -5.6820 -2.2045 2.5419 -0.671
C -4.5920 -2.4321 1.7139 -0.338
C -3.5522 -1.5242 1.6507 -0.459
O -2.4823 -1.7662 0.7450 -0.264
C -2.0148 -3.0608 0.6294 0.208
C -1.8339 -3.8832 1.7345 0.110
C -1.3246 -5.1594 1.5508 -0.750
C -1.0062 -5.6242 0.2789 -0.579
C -1.1930 -4.7914 -0.8146 -0.584
C -1.6923 -3.5058 -0.6412 -0.470
H -0.3985 3.6943 2.6653 0.508
H -0.7591 3.0019 1.0862 -0.089
H 0.0242 2.0035 2.3425 0.152
H -2.3678 3.5878 4.8063 0.339
H -1.6720 1.9854 5.1190 0.288
H -3.4241 2.1902 5.0485 0.301
H -3.5103 4.3612 2.2125 0.345
H -4.7100 3.0617 2.3188 0.346
H -3.6900 3.1992 0.8803 0.277
H -4.7183 0.7967 3.7813 0.131
H -6.5445 -0.8224 3.9385 0.383
H -6.4894 -2.9231 2.5961 0.391
H -4.5491 -3.3312 1.1092 0.432
H -2.1001 -3.5222 2.7200 0.579
H -1.1851 -5.8004 2.4125 0.376
H -0.6243 -6.6290 0.1424 0.416
H -0.9533 -5.1362 -1.8121 0.450
H -1.8554 -2.8509 -1.4880 0.447
C 2.5519 1.2971 -1.9904 -1.569
C 2.0656 0.0636 -2.7502 -1.376
As 1.3008 -1.3056 -1.5503 0.462
C 1.5979 -2.8741 -2.6679 0.272
C 1.8888 -4.0917 -2.0552 -0.658
C 2.0810 -5.2334 -2.8190 -0.689
C 1.9711 -5.1726 -4.2038 -0.500
C 1.6747 -3.9646 -4.8186 -0.611
C 1.4921 -2.8179 -4.0529 -0.491
C 2.8484 -1.5228 -0.3784 0.355
C 4.1150 -1.7954 -0.8907 -0.154
C 5.2029 -1.9221 -0.0392 -0.683
C 5.0334 -1.7829 1.3349 -0.465
C 3.7746 -1.5218 1.8542 -0.694
C 2.6875 -1.3925 0.9970 -0.422
As 1.3655 1.8777 -0.5159 1.111
C -0.1428 2.5724 -1.5649 0.594
C -0.5009 3.9193 -1.5830 -0.498
C -1.6187 4.3442 -2.2901 -0.781
C -2.3993 3.4341 -2.9903 -0.616
C -2.0652 2.0874 -2.9689 -1.001
C -0.9515 1.6613 -2.2527 -0.053
C 2.3162 3.5090 -0.0703 0.261
C 2.6834 3.7010 1.2583 -0.408
C 3.4105 4.8254 1.6315 -0.712
C 3.7701 5.7660 0.6770 -0.442
C 3.4011 5.5829 -0.6513 -0.803
C 2.6783 4.4586 -1.0229 -0.146
H 2.7163 2.1281 -2.6714 0.699
H 3.4988 1.0829 -1.4961 0.527
H 2.8804 -0.3867 -3.3125 0.745
H 1.2873 0.3328 -3.4621 0.694
H 1.9748 -4.1491 -0.9778 0.502
H 2.3139 -6.1731 -2.3325 0.391
H 2.1199 -6.0643 -4.8008 0.395
H 1.5893 -3.9103 -5.8965 0.412
H 1.2672 -1.8824 -4.5492 0.325
H 4.2513 -1.9220 -1.9583 0.326
H 6.1838 -2.1336 -0.4461 0.423
H 5.8833 -1.8834 1.9993 0.380
H 3.6358 -1.4200 2.9231 0.446
H 1.7097 -1.1916 1.4136 0.422
H 0.0855 4.6436 -1.0335 0.433
H -1.8826 5.3942 -2.2874 0.417
H -3.2708 3.7702 -3.5394 0.386
H -2.6771 1.3646 -3.4944 0.456
H -0.7175 0.6030 -2.2364 0.166
H 2.3961 2.9733 2.0052 0.339
H 3.6924 4.9659 2.6674 0.398
H 4.3341 6.6447 0.9660 0.384
H 3.6759 6.3175 -1.3980 0.392
H 2.3855 4.3339 -2.0578 0.311
```

The calculation puts the HOMO energy at -6.169 eV.